Entry 1:
Here is a structure of composition C28H48Br21FN2OP2S2 in a non-equilibrium geometry from OMol25. Energies are from ωB97M-V/def2-TZVPD.

Calculated values
HOMO level, eV: -8.552
Total energy, eV: -1548697.5768
Kohn-Sham gap, eV: 7.06

```
105
C28H48Br21FN2OP2S2 | OMol25 | ωB97M-V/def2-TZVPD
Br -1.224 0.857 4.580
H 2.167 -3.895 -0.546
Br -1.421 -2.102 6.761
H -1.722 -1.029 -6.245
C -1.591 -8.647 9.348
H 2.800 -2.916 0.791
Br -5.258 -1.370 0.634
H -2.322 2.271 -8.842
Br 1.512 5.613 -1.504
H -2.590 1.536 6.517
Br 3.077 1.304 -6.519
H -2.089 -0.183 8.162
H 3.225 1.094 2.967
C 3.522 -2.359 -1.184
H -0.150 -5.234 6.898
C -0.848 3.630 -9.604
C 2.461 0.344 2.692
Br -1.378 -5.016 4.235
H -0.516 -8.773 9.436
C -1.382 2.723 -8.529
H -0.546 0.153 7.354
C 3.949 1.443 -4.785
H 4.407 0.188 -3.107
C -7.321 0.600 3.500
H 1.856 0.074 3.567
H 0.186 -6.950 4.361
H 4.021 6.352 -2.205
H 3.878 -0.715 -4.539
C 3.682 1.901 0.433
H 5.004 1.597 -5.008
Br -2.414 -10.204 10.174
O 6.034 5.572 -1.392
C 2.409 4.092 -0.697
C 3.744 0.202 -3.971
H 4.946 4.463 -3.272
H -0.575 4.638 -0.167
H -6.633 0.006 -1.599
N 4.518 0.948 0.822
H -4.194 0.817 0.101
H -0.573 -3.294 -5.666
Br -1.170 -9.736 6.731
H 3.536 6.783 -6.634
N 5.731 2.600 -0.586
H 1.411 6.634 -5.143
C -5.730 0.582 -1.416
H -1.636 -0.642 -4.515
H -7.062 1.831 5.278
H -1.906 -7.801 9.957
C -5.219 0.470 -0.005
H 2.702 -1.737 -1.529
C -2.319 0.545 6.156
S 6.024 1.196 0.231
H -0.454 3.092 -10.461
C 1.553 1.033 1.618
F 0.470 1.561 2.314
Br 1.936 0.187 -3.244
Br 2.015 -5.055 5.682
C 3.236 5.897 -6.075
H -1.619 4.322 -9.938
H -3.215 0.030 5.821
Br 0.590 4.758 -8.931
P -0.143 3.406 0.368
H -1.187 -7.146 5.464
H -0.395 3.502 1.760
Br 4.810 -1.102 -0.396
Br 4.374 -4.740 0.161
Br -4.868 1.934 4.095
C 4.447 2.843 -0.414
C 0.393 -5.946 6.281
C -0.447 -2.352 -5.140
C -6.530 1.097 4.679
H -8.125 -0.060 3.819
Br -8.208 2.064 2.569
H 3.551 2.332 -4.299
H -1.526 3.228 -7.578
H 3.609 5.011 -6.583
H 1.199 0.209 0.965
C -2.050 -8.472 7.925
C 1.746 5.896 -5.868
H 4.007 -2.821 -2.041
Br 1.116 4.180 -5.229
Br -3.306 -2.431 -4.976
C -0.416 -6.459 5.119
H -6.700 0.088 2.774
C 1.662 3.129 0.143
H 1.234 6.063 -6.811
H -6.229 0.266 5.315
S -1.252 1.995 -0.410
C -1.559 -0.213 7.211
Br 4.181 5.996 -4.357
H -5.911 1.624 -1.673
C 3.039 -3.362 -0.171
Br -0.184 1.226 -8.198
H -1.771 -7.486 7.553
C 3.748 3.987 -0.966
Br -4.385 -0.038 -2.675
H -5.859 1.023 0.682
H 0.443 -1.846 -5.513
C -1.647 -1.449 -5.243
C 2.279 2.043 0.740
H 0.736 -6.775 6.901
H -3.120 -8.612 7.800
Br -0.043 -2.790 -3.287
P 4.745 5.170 -2.010
H 3.015 -0.495 2.249
```

Löwdin population analysis, charges in e, atoms 1 to 4:
1 Br 0.66
2 H 0.05
3 Br 0.60
4 H 0.03



Entry 2:
Here is a structure of composition C28H48Cl2LuP2 in a non-equilibrium geometry from OMol25. Energies are from ωB97M-V/def2-TZVPD.

Calculated values
HOMO level, eV: -1.829
Total energy, eV: -107062.1915
Net charge: -1
Kohn-Sham gap, eV: 4.34

```
81
C28H48Cl2LuP2 | OMol25 | ωB97M-V/def2-TZVPD
C -2.518 1.082 -2.842
C -1.997 0.321 -1.621
H 2.743 -2.794 -2.222
C 1.560 -3.240 1.597
H 0.293 2.134 4.970
P 0.706 -0.269 5.170
H -1.703 -1.694 -0.836
H -0.449 -1.661 6.762
H -2.413 2.996 -0.511
H 1.894 2.882 -1.221
Lu -0.149 -0.288 2.693
C -1.378 4.865 -0.139
H 0.141 -0.055 -3.895
H -5.156 -1.146 -3.363
H 2.103 5.094 -0.117
C 2.685 -1.331 -3.814
H 1.211 2.833 0.414
H -1.868 0.886 -3.711
H -1.254 2.914 0.822
H 2.231 0.301 -5.172
P -0.361 0.964 -1.105
H 0.464 -1.891 -2.078
H -0.001 6.501 0.128
H -3.499 -2.720 -2.296
H 3.412 -4.341 1.617
H -1.638 5.243 -1.140
H -4.295 1.120 -4.052
C 2.279 -1.205 5.017
H 2.008 -1.982 -4.382
H 3.084 0.794 -3.716
C 1.076 3.269 -0.593
H -2.636 0.574 -0.746
H 2.042 -2.261 1.614
C 1.292 -1.291 -1.675
H 3.693 -1.521 -4.197
C 0.103 -3.323 1.562
H 3.439 -1.241 -1.789
H 1.705 1.837 6.032
C 1.190 1.517 5.117
C 1.703 -5.663 1.499
C -0.299 2.802 -1.104
H 1.938 0.739 -1.531
H 1.834 1.703 4.244
Cl 1.944 0.637 1.714
H -3.605 -1.209 -4.184
C 2.303 0.125 -4.098
H 2.047 -2.222 4.660
C -0.115 -0.610 6.757
C -0.490 -4.623 1.454
C 1.064 0.209 -1.961
C -3.490 -1.649 -2.080
C -1.416 3.337 -0.185
C 2.323 -4.406 1.573
H 1.324 -1.472 -0.589
Cl -2.149 1.126 2.642
H -1.038 -0.010 6.820
H -2.488 2.169 -2.660
C -4.099 -0.885 -3.258
H -1.725 -2.307 1.270
C -3.958 0.633 -3.136
H -2.149 5.214 0.549
H 0.757 1.591 -3.613
H 1.105 5.179 -1.569
H 2.305 -6.581 1.484
C 1.140 4.798 -0.537
H -4.605 1.000 -2.330
H -1.578 -4.683 1.398
H -0.464 3.131 -2.151
C 0.292 -5.767 1.441
H 0.495 -0.426 7.665
C -2.053 -1.213 -1.765
C 2.610 -1.714 -2.333
H -4.108 -1.504 -1.185
C 0.970 0.521 -3.449
H 2.926 -0.754 4.250
H 2.831 -1.283 5.962
C -0.694 -2.172 1.641
C -0.008 5.418 0.264
H -1.394 -1.544 -2.585
H -0.186 -6.737 1.394
H 0.158 5.228 1.334
```

Löwdin population analysis, charges in e, atoms 1 to 4:
1 C -0.22
2 C -0.46
3 H 0.11
4 C -0.13



Entry 3:
Here is a cluster of 3 separate species, C28H48F2N4O3S in total in a non-equilibrium geometry from OMol25. Energies are from ωB97M-V/def2-TZVPD.

Calculated values
HOMO level, eV: -8.372
Total energy, eV: -58170.9792
Kohn-Sham gap, eV: 6.77
Structure (SMILES): CCCCCCCCCCCc1c(F)c(COC)c(C[C@@H](C)F)c2nsnc12.CNC(C)=O.CNC(C)=O

```
86
C28H48F2N4O3S | OMol25 | ωB97M-V/def2-TZVPD
H -0.618 6.323 -1.965
C -2.352 6.942 -7.964
H -2.823 8.244 -5.358
H -2.862 7.866 -7.688
C -1.352 5.544 -2.464
C 1.987 -1.359 5.572
N -0.893 -5.326 5.580
C 1.688 -0.397 2.987
H 6.098 -5.312 1.023
F 4.054 -3.253 4.103
C -5.891 6.555 -6.829
C -0.402 3.216 -1.429
H 0.247 -2.692 6.161
C -1.752 8.434 -5.461
C 2.576 -0.460 4.355
H -5.616 4.753 -7.952
H -0.050 0.807 -0.388
C 3.102 -8.736 3.839
H 1.501 -0.605 6.360
H 2.648 0.661 4.759
C 5.151 -6.082 3.441
H 1.059 1.839 3.536
C 1.046 -6.854 4.748
H 2.424 -0.051 2.114
H -1.633 4.879 -0.278
H -0.150 0.462 4.039
H 5.814 -6.523 4.330
C 0.388 3.013 0.013
C 0.553 -5.315 5.083
H 0.333 3.552 -2.297
H -1.145 0.229 1.638
C 0.930 -2.537 5.192
C 3.076 -4.341 4.323
C 0.589 0.815 3.169
H -0.843 5.692 -7.153
H -3.083 6.136 -8.061
H 0.173 -2.293 4.328
H -6.970 5.792 -8.513
C 6.265 -6.441 1.298
N -6.653 6.125 -5.783
H 3.690 -0.724 4.025
C 3.585 -5.899 3.999
H -5.289 6.247 -8.852
C 0.464 1.443 0.480
S -1.457 -7.015 5.575
H 1.989 -9.509 5.794
H -0.907 2.213 -1.825
H 5.648 -5.038 3.166
H 4.279 -8.710 3.876
H -8.545 5.359 -5.488
C -7.545 4.992 -5.731
H 1.232 -1.417 2.633
H -2.641 3.826 -1.565
H -1.570 9.194 -6.224
H -7.203 4.329 -4.932
H 2.790 -9.027 2.727
H -7.576 4.442 -6.672
C 2.580 -7.221 4.195
C 1.839 -11.087 4.034
H -0.076 3.734 0.816
C 1.572 -4.007 4.869
H -2.396 5.998 -2.754
H 2.528 -11.378 3.106
H 1.592 1.130 0.481
H 0.842 -10.608 3.614
O 5.234 -6.921 2.232
H -1.009 2.054 2.112
H -0.820 5.111 -3.442
H 2.916 -1.831 6.146
F 3.852 -10.567 5.449
H 7.361 -6.580 1.692
H 1.509 3.365 -0.197
C -1.035 7.162 -5.819
C -5.952 5.781 -8.116
O -0.167 6.677 -5.097
H 1.593 -12.044 4.663
H -1.374 8.807 -4.505
N -1.371 6.540 -6.985
N -0.036 -7.911 4.983
C -0.357 1.087 1.856
C 2.618 -9.900 4.887
H 6.175 -7.071 0.299
C -1.596 4.347 -1.342
H -1.841 7.078 -8.920
O -5.181 7.550 -6.698
H -6.556 6.700 -4.954
```

Löwdin population analysis, charges in e, atoms 1 to 4:
1 H 0.09
2 C -0.08
3 H 0.07
4 H 0.07